1.
The following is a DFT calculation (ωB97M-V with the def2-TZVPD basis set) of a 2-piece molecular cluster, C3H10N overall in a non-equilibrium geometry.

Bonds (Å) are listed after each position.
Element x y z (Å)
1 C 0.05 -6.58 -2.08  H2 1.220, H3 1.133, H4 1.144, H5 1.092
2 H -0.60 -5.59 -1.78  C1 1.220
3 H -0.34 -7.59 -1.77  C1 1.133
4 H -0.04 -6.61 -3.22  C1 1.144
5 H 1.10 -6.72 -1.80  C1 1.092
6 C -0.75 3.32 0.11  N8 1.513, H9 1.146, H10 1.075, H11 1.157
7 C 0.95 2.35 1.62  N8 1.324, H12 1.101, H13 1.105
8 N -0.11 2.17 0.86  C6 1.513, C7 1.324, H14 0.961
9 H -0.82 3.05 -1.00  C6 1.146
10 H -1.77 3.46 0.43  C6 1.075
11 H -0.10 4.25 0.34  C6 1.157
12 H 1.08 3.34 2.09  C7 1.101
13 H 1.30 1.33 1.89  C7 1.105
14 H -0.57 1.32 0.86  N8 0.961

Relative energy (zero: lowest compared OMol25 entry of this formula, charge and spin): 65.88 kcal per mole
Spin multiplicity: 2
Energy: -4739.339 eV
Gap between HOMO and LUMO (alpha / beta): 11.708 / 3.875 eV
F_max: 0.1142 Eh/bohr
Charge: +2
HOMO (alpha / beta): -19.328 / -19.328 eV

These are the Mulliken partial charges, in e, on atoms 1 to 4:
1 C -0.473
2 H 0.372
3 H 0.372
4 H 0.391


2.
The following is a DFT calculation (ωB97M-V with the def2-TZVPD basis set) of a 2-piece molecular cluster, C3H10N overall in a non-equilibrium geometry.

Bonds (Å) are listed after each position.
Element x y z (Å)
1 N 1.98 -0.27 -0.80  H2 1.023, H3 1.027, H4 1.020, H5 1.027
2 H 2.12 0.55 -0.20  N1 1.023
3 H 2.37 -1.12 -0.37  N1 1.027
4 H 0.97 -0.42 -0.79  N1 1.020
5 H 2.24 -0.19 -1.79  N1 1.027
6 C -1.44 0.45 -0.67  C7 1.462, H9 1.116, H10 1.098, H11 1.095
7 C -0.74 0.55 0.61  C6 1.462, C8 1.408, H12 1.088
8 C -0.39 -0.62 1.31  C7 1.408, H13 1.090, H14 1.086
9 H -0.71 0.54 -1.51  C6 1.116
10 H -2.10 -0.42 -0.82  C6 1.098
11 H -2.07 1.32 -0.87  C6 1.095
12 H -0.67 1.53 1.06  C7 1.088
13 H 0.08 -0.54 2.29  C8 1.090
14 H -0.83 -1.59 1.06  C8 1.086

Relative energy (zero: lowest compared OMol25 entry of this formula, charge and spin): 12.69 kcal per mole
Spin multiplicity: 2
Energy: -4741.645 eV
Gap between HOMO and LUMO (alpha / beta): 11.502 / 8.926 eV
F_max: 0.0355 Eh/bohr
Charge: +2
HOMO (alpha / beta): -21.729 / -22.712 eV

These are the Mulliken partial charges, in e, on atoms 1 to 4:
1 N -0.398
2 H 0.437
3 H 0.420
4 H 0.104


3.
The following is a DFT calculation (ωB97M-V with the def2-TZVPD basis set) of a 2-piece molecular cluster, C3H10N2 overall in a non-equilibrium geometry.

Bonds (Å) are listed after each position.
Element x y z (Å)
1 C -2.81 1.06 -1.09  N2 1.323, H3 1.096, H4 1.106
2 N -2.62 0.40 0.03  C1 1.323, H5 1.021
3 H -2.51 2.08 -1.36  C1 1.096
4 H -3.26 0.57 -1.98  C1 1.106
5 H -1.70 0.36 0.46  N2 1.021
6 C 1.51 -0.50 1.59  C7 1.503, H9 1.119, H10 1.125, H11 1.174
7 C 0.99 -0.57 0.18  C6 1.503, N8 1.445, H12 1.122, H13 1.133
8 N 1.40 0.21 -0.96  C7 1.445, H14 0.987, H15 1.076
9 H 2.63 -0.59 1.57  C6 1.119
10 H 1.03 -1.34 2.17  C6 1.125
11 H 1.33 0.53 2.13  C6 1.174
12 H -0.07 -0.32 0.45  C7 1.122
13 H 1.10 -1.65 -0.13  C7 1.133
14 H 0.74 0.03 -1.68  N8 0.987
15 H 2.26 -0.26 -1.39  N8 1.076

Relative energy (zero: lowest compared OMol25 entry of this formula, charge and spin): 51.98 kcal per mole
Spin multiplicity: 2
Energy: -6249.750 eV
Gap between HOMO and LUMO (alpha / beta): 3.264 / 5.655 eV
F_max: 0.0657 Eh/bohr
Charge: -1
HOMO (alpha / beta): 0.523 / -1.895 eV

These are the Mulliken partial charges, in e, on atoms 1 to 4:
1 C -0.597
2 N -0.830
3 H 0.203
4 H 0.210


4.
The following is a DFT calculation (ωB97M-V with the def2-TZVPD basis set) of a 2-piece molecular cluster, C3H10N2 overall in a non-equilibrium geometry.

Bonds (Å) are listed after each position.
Element x y z (Å)
1 H -0.54 5.68 1.89  N2 0.996
2 N 0.14 5.01 1.62  H1 0.996, C3 1.368
3 C -0.32 3.76 1.34  N2 1.368, N4 1.482, H5 1.030
4 N 0.56 2.67 0.84  C3 1.482, H6 1.011, H7 1.018
5 H -1.32 3.49 1.41  C3 1.030
6 H 0.35 1.80 1.30  N4 1.011
7 H 1.51 3.00 1.00  N4 1.018
8 C -0.77 -5.15 -2.14  C9 1.527, H10 1.078, H11 1.033, H12 1.181
9 C 0.43 -4.88 -1.23  C8 1.527, H13 1.055, H14 1.096, H15 1.097
10 H -1.68 -4.58 -2.00  C8 1.078
11 H -1.10 -6.12 -2.25  C8 1.033
12 H -0.52 -4.90 -3.26  C8 1.181
13 H 0.33 -5.16 -0.22  C9 1.055
14 H 1.29 -5.53 -1.45  C9 1.096
15 H 0.77 -3.86 -1.45  C9 1.097

Relative energy (zero: lowest compared OMol25 entry of this formula, charge and spin): 32.77 kcal per mole
SMILES: [H]/N=C/N.CC
Spin multiplicity: 1
Energy: -6252.007 eV
Gap between HOMO and LUMO: 10.732 eV
F_max: 0.1193 Eh/bohr
HOMO: -9.665 eV

These are the Mulliken partial charges, in e, on atoms 1 to 4:
1 H 0.230
2 N -0.618
3 C 0.015
4 N -0.513


5.
The following is a DFT calculation (ωB97M-V with the def2-TZVPD basis set) of C3H10N2 in the gas phase in a non-equilibrium geometry.

Bonds (Å) are listed after each position.
Element x y z (Å)
1 C -0.65 1.36 -0.88  C2 1.553, H6 1.147, H7 1.143, H8 1.101
2 C 0.37 0.52 -0.07  C1 1.553, N3 1.392, C4 1.658, H9 1.052
3 N 0.39 0.71 1.31  C2 1.392, H10 1.004, H11 1.039
4 C 0.07 -1.09 -0.34  C2 1.658, N5 1.472, H12 1.136, H13 1.102
5 N 0.73 -2.14 0.46  C4 1.472, H14 1.100, H15 1.022
6 H -0.38 1.29 -1.99  C1 1.147
7 H -0.65 2.49 -0.66  C1 1.143
8 H -1.63 0.99 -0.55  C1 1.101
9 H 1.32 0.72 -0.47  C2 1.052
10 H 0.78 1.59 1.59  N3 1.004
11 H -0.62 0.80 1.57  N3 1.039
12 H -1.06 -1.16 -0.44  C4 1.136
13 H 0.53 -1.24 -1.33  C4 1.102
14 H 0.66 -1.87 1.52  N5 1.100
15 H 0.14 -2.95 0.28  N5 1.022

Relative energy (zero: lowest compared OMol25 entry of this formula, charge and spin): 24.73 kcal per mole
SMILES: C[C@@H](N)CN
Spin multiplicity: 1
Energy: -6252.356 eV
Gap between HOMO and LUMO: 10.251 eV
F_max: 0.0603 Eh/bohr
HOMO: -9.175 eV

These are the Mulliken partial charges, in e, on atoms 1 to 4:
1 C -1.217
2 C 0.147
3 N -0.628
4 C -0.632


6.
The following is a DFT calculation (ωB97M-V with the def2-TZVPD basis set) of a 2-piece molecular cluster, C3H10N2 overall in a non-equilibrium geometry.

Bonds (Å) are listed after each position.
Element x y z (Å)
1 C -1.86 -0.10 2.07  C2 1.324, H3 1.085, H4 1.085
2 C -1.55 0.88 1.24  C1 1.324, H5 1.089, H6 1.091
3 H -2.83 -0.58 2.05  C1 1.085
4 H -1.12 -0.50 2.75  C1 1.085
5 H -2.28 1.37 0.60  C2 1.089
6 H -0.68 1.52 1.41  C2 1.091
7 N 2.10 0.37 -1.66  C8 1.425, H10 1.006, H11 1.004
8 C 0.76 -0.10 -1.50  N7 1.425, N9 1.488, H12 1.087, H13 1.093
9 N 0.59 -1.26 -0.59  C8 1.488, H14 1.011, H15 1.012
10 H 2.75 -0.37 -1.88  N7 1.006
11 H 2.45 0.95 -0.92  N7 1.004
12 H 0.41 -0.47 -2.46  C8 1.087
13 H 0.12 0.72 -1.17  C8 1.093
14 H -0.22 -1.13 0.00  N9 1.011
15 H 1.36 -1.28 0.07  N9 1.012

Relative energy (zero: lowest compared OMol25 entry of this formula, charge and spin): 31.62 kcal per mole
SMILES: C=C.NCN
Spin multiplicity: 1
Energy: -6252.057 eV
Gap between HOMO and LUMO: 10.173 eV
F_max: 0.0320 Eh/bohr
HOMO: -9.063 eV

These are the Mulliken partial charges, in e, on atoms 1 to 4:
1 C -0.401
2 C -0.626
3 H 0.241
4 H 0.252


7.
The following is a DFT calculation (ωB97M-V with the def2-TZVPD basis set) of C3H10N2 in the gas phase in a non-equilibrium geometry.

Bonds (Å) are listed after each position.
Element x y z (Å)
1 C -1.15 1.43 -0.81  C2 1.522, H6 1.135, H7 1.099, H8 1.081
2 C -0.62 0.00 -0.69  C1 1.522, N3 1.689, H9 1.080, H10 1.023
3 N 0.66 0.06 0.40  C2 1.689, C4 1.474, N5 1.419
4 C 1.64 -1.00 0.12  N3 1.474, H11 1.010, H12 1.116, H13 1.077
5 N 0.16 -0.08 1.73  N3 1.419, H14 0.954, H15 1.061
6 H -0.64 2.02 0.01  C1 1.135
7 H -0.88 1.85 -1.79  C1 1.099
8 H -2.23 1.35 -0.73  C1 1.081
9 H -1.36 -0.63 -0.23  C2 1.080
10 H -0.33 -0.42 -1.58  C2 1.023
11 H 2.54 -1.07 0.57  C4 1.010
12 H 0.98 -1.89 0.29  C4 1.116
13 H 1.89 -0.88 -0.92  C4 1.077
14 H -0.68 0.38 1.78  N5 0.954
15 H 0.00 -1.12 1.86  N5 1.061

Relative energy (zero: lowest compared OMol25 entry of this formula, charge and spin): 62.72 kcal per mole
SMILES: CCN(C)N
Spin multiplicity: 1
Energy: -6250.709 eV
Gap between HOMO and LUMO: 9.187 eV
F_max: 0.1048 Eh/bohr
HOMO: -8.006 eV

These are the Mulliken partial charges, in e, on atoms 1 to 4:
1 C -0.839
2 C -0.687
3 N -0.083
4 C -0.858


8.
The following is a DFT calculation (ωB97M-V with the def2-TZVPD basis set) of a 2-piece molecular cluster, C3H10N2 overall in a non-equilibrium geometry.

Bonds (Å) are listed after each position.
Element x y z (Å)
1 C 2.25 -1.16 -5.02  N2 1.278, H4 1.117, H5 1.082
2 N 2.22 0.11 -5.12  C1 1.278, C3 1.478
3 C 2.65 0.80 -3.89  N2 1.478, H6 1.105, H7 1.083, H8 1.091
4 H 1.32 -1.68 -5.36  C1 1.117
5 H 3.10 -1.62 -4.53  C1 1.082
6 H 3.44 0.28 -3.32  C3 1.105
7 H 2.99 1.78 -4.20  C3 1.083
8 H 1.74 0.90 -3.30  C3 1.091
9 C -2.61 0.36 6.35  N10 1.426, H11 1.079, H12 1.104, H13 1.103
10 N -3.85 -0.24 5.97  C9 1.426, H14 1.022, H15 1.019
11 H -1.95 -0.28 6.91  C9 1.079
12 H -1.99 0.77 5.54  C9 1.104
13 H -2.79 1.12 7.12  C9 1.103
14 H -4.63 0.33 5.63  N10 1.022
15 H -3.81 -0.68 5.05  N10 1.019

Relative energy (zero: lowest compared OMol25 entry of this formula, charge and spin): 63.43 kcal per mole
SMILES: C=NC.CN
Spin multiplicity: 1
Energy: -6250.678 eV
Gap between HOMO and LUMO: 9.873 eV
F_max: 0.0534 Eh/bohr
HOMO: -9.043 eV

These are the Mulliken partial charges, in e, on atoms 1 to 4:
1 C -0.357
2 N -0.371
3 C -0.613
4 H 0.259


9.
The following is a DFT calculation (ωB97M-V with the def2-TZVPD basis set) of a 2-piece molecular cluster, C3H10N2O overall in a non-equilibrium geometry.

Bonds (Å) are listed after each position.
Element x y z (Å)
1 C -0.89 0.03 -0.86  C3 1.494, O6 1.301, H7 1.084
2 C 1.24 -0.41 0.41  N5 1.445, H9 1.260, H12 1.091, H13 1.104
3 C -1.84 -0.70 0.03  C1 1.494, H14 1.091, H15 1.096, H16 1.090
4 N -0.38 1.84 0.46  O6 1.391, H8 1.028
5 N 2.19 0.14 -0.52  C2 1.445, H10 1.012, H11 1.012
6 O -0.67 1.30 -0.79  C1 1.301, N4 1.391
7 H -0.72 -0.36 -1.86  C1 1.084
8 H -1.14 1.55 1.09  N4 1.028
9 H 0.52 0.59 0.68  C2 1.260
10 H 3.03 -0.42 -0.61  N5 1.012
11 H 2.44 1.09 -0.28  N5 1.012
12 H 0.92 -1.40 0.06  C2 1.091
13 H 1.61 -0.57 1.44  C2 1.104
14 H -1.63 -0.54 1.09  C3 1.091
15 H -2.87 -0.36 -0.16  C3 1.096
16 H -1.79 -1.77 -0.18  C3 1.090

Relative energy (zero: lowest compared OMol25 entry of this formula, charge and spin): 143.24 kcal per mole
Spin multiplicity: 1
Energy: -8295.293 eV
Gap between HOMO and LUMO (alpha / beta): 8.257 / 8.259 eV
F_max: 0.0333 Eh/bohr
HOMO (alpha / beta): -8.002 / -8.003 eV

These are the Mulliken partial charges, in e, on atoms 1 to 4:
1 C -0.108
2 C -0.725
3 C -0.900
4 N -0.670


10.
The following is a DFT calculation (ωB97M-V with the def2-TZVPD basis set) of a 2-piece molecular cluster, C3H10N2O overall in a non-equilibrium geometry.

Bonds (Å) are listed after each position.
Element x y z (Å)
1 C -0.54 -0.11 0.66  C3 1.514, N4 1.400, N5 1.790, H8 1.084
2 C 1.42 0.71 -0.60  N4 1.457, H11 1.094, H12 1.087, H13 1.090
3 C -1.42 -0.52 -0.51  C1 1.514, H14 1.092, H15 1.086, H16 1.089
4 N 0.79 0.32 0.65  C1 1.400, C2 1.457, N5 1.641
5 N 0.77 -1.31 0.81  C1 1.790, N4 1.641, H9 1.014, H10 1.011
6 O -0.91 1.77 0.76  H7 0.966
7 H -0.96 2.21 -0.10  O6 0.966
8 H -0.99 -0.23 1.64  C1 1.084
9 H 0.91 -1.90 0.00  N5 1.014
10 H 1.06 -1.58 1.75  N5 1.011
11 H 0.99 0.28 -1.51  C2 1.094
12 H 1.35 1.79 -0.65  C2 1.087
13 H 2.47 0.41 -0.54  C2 1.090
14 H -1.62 -1.59 -0.47  C3 1.092
15 H -2.36 0.02 -0.43  C3 1.086
16 H -0.97 -0.28 -1.47  C3 1.089

Relative energy (zero: lowest compared OMol25 entry of this formula, charge and spin): 125.56 kcal per mole
Spin multiplicity: 1
Energy: -8296.059 eV
Gap between HOMO and LUMO: 8.956 eV
F_max: 0.0766 Eh/bohr
HOMO: -8.241 eV

These are the Mulliken partial charges, in e, on atoms 1 to 4:
1 C 0.394
2 C -0.830
3 C -1.270
4 N 0.038


11.
The following is a DFT calculation (ωB97M-V with the def2-TZVPD basis set) of a 2-piece molecular cluster, C3H10N2O overall.

Bonds (Å) are listed after each position.
Element x y z (Å)
1 C -2.02 1.58 -1.13  O2 1.381, H3 1.104, H4 1.102, H5 1.110
2 O -1.06 1.39 -0.15  C1 1.381
3 H -2.92 0.97 -0.98  C1 1.104
4 H -2.37 2.63 -1.17  C1 1.102
5 H -1.65 1.35 -2.15  C1 1.110
6 C 0.38 -2.20 1.05  N7 1.455, H10 1.087, H11 1.085, H12 1.087
7 N 1.32 -1.19 0.58  C6 1.455, C8 1.319, H13 1.017
8 C 0.87 -0.10 0.00  N7 1.319, N9 1.308, H14 1.179
9 N 1.59 0.98 -0.20  C8 1.308, H15 1.009, H16 1.026
10 H -0.02 -1.92 2.02  C6 1.087
11 H 0.89 -3.15 1.11  C6 1.085
12 H -0.43 -2.26 0.33  C6 1.087
13 H 2.22 -1.15 1.07  N7 1.017
14 H -0.25 0.16 -0.22  C8 1.179
15 H 2.49 1.13 0.22  N9 1.009
16 H 0.96 1.77 -0.37  N9 1.026

Relative energy (zero: lowest compared OMol25 entry of this formula, charge and spin): 68.26 kcal per mole
Spin multiplicity: 1
Energy: -8298.544 eV
Gap between HOMO and LUMO: 7.740 eV
F_max: 0.0133 Eh/bohr
HOMO: -7.198 eV

These are the Mulliken partial charges, in e, on atoms 1 to 4:
1 C -0.629
2 O -0.856
3 H 0.215
4 H 0.221


12.
The following is a DFT calculation (ωB97M-V with the def2-TZVPD basis set) of a 2-piece molecular cluster, C3H10N2O overall in a non-equilibrium geometry.

Bonds (Å) are listed after each position.
Element x y z (Å)
1 C 0.13 1.87 -1.55  N3 1.460, H4 1.085, H5 1.088, H6 1.087
2 C -1.03 1.33 0.48  N3 1.270, H7 1.089, H8 1.085
3 N -0.21 1.00 -0.42  C1 1.460, C2 1.270, H9 1.152
4 H -0.63 2.63 -1.68  C1 1.085
5 H 1.11 2.31 -1.37  C1 1.088
6 H 0.16 1.22 -2.42  C1 1.087
7 H -1.29 2.38 0.61  C2 1.089
8 H -1.56 0.58 1.06  C2 1.085
9 H 0.11 -0.10 -0.27  N3 1.152
10 N 0.74 -1.40 -0.11  C11 1.788, H13 1.017, H14 1.015
11 C 0.17 -2.00 1.47  N10 1.788, O12 1.249, H15 1.128, H16 1.114
12 O 0.29 -3.24 1.58  C11 1.249
13 H 0.36 -2.06 -0.78  N10 1.017
14 H 1.72 -1.66 -0.03  N10 1.015
15 H -0.86 -1.56 1.37  C11 1.128
16 H 0.79 -1.30 2.07  C11 1.114

Relative energy (zero: lowest compared OMol25 entry of this formula, charge and spin): 99.98 kcal per mole
Spin multiplicity: 1
Energy: -8297.168 eV
Gap between HOMO and LUMO: 6.278 eV
F_max: 0.0487 Eh/bohr
HOMO: -7.012 eV

These are the Mulliken partial charges, in e, on atoms 1 to 4:
1 C -0.830
2 C -0.186
3 N 0.093
4 H 0.351